Record 1
CH5ClN2O in the gas phase at a distorted geometry. Source: the OMol25 dataset; level of theory: ωB97M-V/def2-TZVPD.

XYZ file:
```
10
Properties=species:S:1:pos:R:3:nbo_charge:R:1
C 0.710 -1.239 -0.177 -0.27
O -0.562 -0.899 0.451 -0.41
N -1.335 0.036 -0.371 -0.06
N -0.965 1.598 0.252 -0.64
Cl -2.943 -0.304 0.046 0.11
H 1.511 -0.360 -0.218 0.19
H 0.734 -1.795 -1.138 0.19
H 0.986 -1.857 0.656 0.21
H -1.349 2.209 -0.429 0.34
H -1.560 1.626 1.023 0.33
```

As for the charge: 0. The total energy is -18663.3934 eV. The multiplicity is 1. As for the SMILES: CON(N)Cl.

=====

Record 2
An isolated ion of composition CH5ClN3O and charge +1 at a distorted geometry. Source: the OMol25 dataset; level of theory: ωB97M-V/def2-TZVPD.

XYZ file:
```
11
Properties=species:S:1:pos:R:3:nbo_charge:R:1
N -1.433 -0.646 -0.273 -0.74
C -0.371 0.030 0.101 0.66
N -0.384 1.357 0.296 -0.75
N 0.726 -0.704 0.193 -0.29
O 1.958 -0.153 0.776 -0.33
Cl 3.195 0.150 -0.357 0.31
H -2.295 -0.333 -0.280 0.41
H -1.393 -1.574 -0.659 0.42
H -1.197 1.891 0.013 0.44
H 0.597 1.682 0.210 0.44
H 0.597 -1.701 -0.019 0.42
```

As for the charge: +1. The total energy is -20148.3441 eV. The multiplicity is 1. As for the SMILES: NC(N)=[NH+]OCl.

=====

Record 3
CH5F3N3OPS2 in the gas phase at a distorted geometry. Source: the OMol25 dataset; level of theory: ωB97M-V/def2-TZVPD.

XYZ file:
```
16
Properties=species:S:1:pos:R:3:nbo_charge:R:1
C 2.224 0.341 -0.319 0.72
N -1.059 1.209 -0.846 -1.15
N -1.657 -0.183 1.365 -1.21
N 0.052 -1.407 -0.431 -1.16
O 1.114 -0.765 1.705 -0.97
F 1.862 1.421 0.338 -0.31
F 1.831 0.620 -1.605 -0.36
F 3.550 0.250 -0.341 -0.31
P -1.668 -0.267 -0.245 1.70
S -3.323 -0.791 -1.039 -0.45
S 1.444 -1.247 0.357 1.43
H -0.232 1.167 -1.424 0.41
H -0.845 1.638 0.053 0.39
H -2.445 -0.483 1.857 0.42
H -0.959 0.146 1.999 0.44
H 0.112 -1.648 -1.424 0.41
```

As for the charge: 0. The total energy is -46747.9242 eV. The multiplicity is 1.

=====

Record 4
A 2-piece molecular cluster, CH5FN2 overall at a distorted geometry. Source: the OMol25 dataset; level of theory: ωB97M-V/def2-TZVPD.

XYZ file:
```
9
Properties=species:S:1:pos:R:3:nbo_charge:R:1
C 1.297 -0.582 0.089 -0.49
N 1.062 0.773 -0.130 -0.46
N -2.030 0.742 0.127 -0.04
F -1.785 -0.630 -0.075 -0.24
H 0.432 -0.946 -0.580 0.23
H 2.276 -0.652 -0.301 0.21
H 1.092 -1.084 1.022 0.19
H 0.292 1.245 0.391 0.31
H -2.637 1.136 -0.544 0.28
```

As for the charge: 0. The total energy is -6809.2678 eV. The multiplicity is 3.

=====

Record 5
A 2-piece molecular cluster, CH5FN3O overall at a distorted geometry. Source: the OMol25 dataset; level of theory: ωB97M-V/def2-TZVPD.

XYZ file:
```
11
Properties=species:S:1:pos:R:3:nbo_charge:R:1
C 0.372 0.362 -0.606 0.73
N 0.986 0.178 -1.771 -0.72
N 0.610 -0.378 0.443 -0.46
N -1.382 -0.257 1.891 0.02
O -0.410 1.398 -0.532 -0.60
F -2.040 -1.309 1.499 -0.13
H 1.651 -0.565 -1.923 0.43
H 0.929 0.905 -2.474 0.45
H 0.960 -1.323 0.398 0.40
H -0.847 -0.524 2.737 0.33
H -0.829 1.514 0.338 0.54
```

As for the charge: +1. The total energy is -10341.5064 eV. The multiplicity is 1.

=====

Record 6
CH5FO2SSi in the gas phase at a distorted geometry. Source: the OMol25 dataset; level of theory: ωB97M-V/def2-TZVPD.

XYZ file:
```
11
Properties=species:S:1:pos:R:3:nbo_charge:R:1
C 1.339 1.370 -1.159 -0.71
S 0.783 0.723 0.512 -0.31
Si -1.559 0.075 -0.083 2.22
O -2.473 0.055 1.190 -1.13
O -2.074 1.124 -1.225 -1.10
F -1.728 -1.442 -0.702 -0.65
H 2.160 0.748 -1.510 0.23
H 1.493 2.445 -1.111 0.22
H 0.535 1.304 -1.950 0.19
H -2.265 0.172 2.115 0.54
H -1.454 1.587 -1.781 0.51
```

As for the charge: 0. The total energy is -26647.7695 eV. The multiplicity is 1. As for the SMILES: CS[Si](O)(O)F.

=====

The calculation returns the following ΔE to the lowest compared entry with this formula, charge and spin values, one per record and in order: 323.4; 0.0; 45.5; 116.0; 412.2; 53.7 kJ/mol.